Entry 1:
C3H3O3Pm | ωB97M-V/def2-TZVPD

## Properties
Strongest force on any atom ... 0.089 hartree/bohr
2S+1 ... 6
HOMO-LUMO gap (spin up / spin down) ... 5.8 / 6.0 eV
Energy relative to the best compared isomer or geometry (same formula, charge and spin) ... 0.0000 eV
HOMO energy (spin up / spin down) ... -19.6 / -19.6 eV
Net charge ... +3

Each line ends with the Löwdin charge.
CARTESIAN COORDINATES (ANGSTROEM)
O (1.14060, 0.69206, -1.91815)  0.15
O (2.02832, 0.86502, -4.05039)  0.28
C (1.53517, 0.79912, -3.01096)  -0.38
Pm (-0.19646, -0.60535, 6.58806)  1.99
O (0.83582, -0.64937, 1.51799)  0.38
C (-0.11081, -0.65104, 0.90339)  -0.02
H (-1.86120, -0.38148, 0.83597)  0.18
C (-1.07644, -0.14330, -0.02325)  0.09
H (-1.07531, 0.95668, -0.01681)  0.16
H (-1.21971, -0.88235, -0.82585)  0.16

***

Entry 2:
C2H3LiO2Pb | ωB97M-V/def2-TZVPD

## Properties
Strongest force on any atom ... 0.075 hartree/bohr
2S+1 ... 2
HOMO-LUMO gap (spin up / spin down) ... 6.8 / 7.4 eV
Energy relative to the best compared isomer or geometry (same formula, charge and spin) ... 0.8963 eV
HOMO energy (spin up / spin down) ... -12.4 / -13.0 eV
Net charge ... +1

Each line ends with the Löwdin charge.
CARTESIAN COORDINATES (ANGSTROEM)
H (3.87498, 0.37459, -0.39861)  -0.17
O (-1.59906, 0.82660, -0.54810)  -0.14
C (-1.51612, -0.38745, -0.19340)  -0.22
C (-0.30801, -0.78190, 0.45302)  -0.25
O (0.56501, 0.15408, 0.67191)  -0.51
Li (-0.75191, 2.02984, 0.65655)  0.79
Pb (2.03125, 0.70415, -0.68537)  1.24
H (-2.34018, -1.10421, -0.31305)  0.14
H (0.04404, -1.81570, 0.35705)  0.13

***

Entry 3:
C5H10O | ωB97M-V/def2-TZVPD

## Properties
Strongest force on any atom ... 0.109 hartree/bohr
2S+1 ... 3
HOMO-LUMO gap (spin up / spin down) ... 7.4 / 8.7 eV
HOMO energy (spin up / spin down) ... -6.4 / -9.4 eV

Each line ends with the Löwdin charge.
CARTESIAN COORDINATES (ANGSTROEM)
C (0.77076, 2.20037, 1.64256)  -0.02
C (-0.35380, 1.74599, 1.13418)  -0.27
C (-0.45421, 1.02998, -0.17311)  -0.14
C (-0.03846, -1.91013, -1.55150)  -0.13
C (0.91002, -1.63951, -0.48134)  -0.19
O (0.63870, -2.08453, 0.72037)  -0.02
H (0.78889, 2.97906, 2.42745)  0.07
H (1.53133, 1.72784, 1.07829)  0.04
H (-1.00718, 1.73064, -0.93535)  0.12
H (0.49252, 0.65033, -0.52464)  0.04
H (-1.19206, 0.27603, -0.11912)  0.04
H (0.59678, -2.54689, -2.32778)  0.11
H (-0.84567, -2.64822, -1.19623)  0.11
H (-0.28826, -1.06325, -2.04240)  0.01
H (-1.31411, 2.09454, 1.58532)  0.10
H (-0.23525, -2.54224, 0.76330)  0.12

***

Entry 4:
C6H13N2 | ωB97M-V/def2-TZVPD

## Properties
Strongest force on any atom ... 0.072 hartree/bohr
SMILES ... C/C=C1/[C@@H](N)[C@@H]1[NH2+]C
HOMO-LUMO gap ... 9.2 eV
Energy relative to the best compared isomer or geometry (same formula, charge and spin) ... 3.6489 eV
HOMO energy ... -12.6 eV
Net charge ... +1

Each line ends with the Löwdin charge.
CARTESIAN COORDINATES (ANGSTROEM)
C (-2.62379, 1.16816, 0.08267)  -0.06
C (-2.03829, -0.07097, 0.67686)  -0.09
C (-0.81373, -0.44801, 0.43484)  -0.17
C (0.37599, -1.33216, 0.73148)  -0.23
N (0.62156, -2.62946, 0.26508)  0.09
C (0.38297, -0.27722, -0.36266)  -0.22
N (0.99478, 1.04236, -0.31218)  0.03
C (2.46184, 0.97198, -0.67294)  0.02
H (-3.19726, 0.68307, -0.68293)  0.09
H (-1.82496, 1.77598, -0.27134)  0.05
H (-3.29182, 1.67464, 0.76858)  0.09
H (-2.70910, -0.65974, 1.47901)  0.17
H (0.95439, -1.02808, 1.57205)  0.14
H (0.43929, -2.78749, -0.68116)  0.07
H (0.35853, -3.36710, 0.85149)  0.08
H (0.18781, -0.66957, -1.37318)  0.18
H (0.44596, 1.67015, -0.87531)  0.16
H (0.98593, 1.55466, 0.66385)  0.24
H (3.05085, 0.50574, 0.05996)  0.08
H (2.52278, 0.15783, -1.43631)  0.12
H (2.71627, 2.06523, -0.91787)  0.14

***

Copy entry 3 word for word.
C5H10O | ωB97M-V/def2-TZVPD

## Properties
Strongest force on any atom ... 0.109 hartree/bohr
2S+1 ... 3
HOMO-LUMO gap (spin up / spin down) ... 7.4 / 8.7 eV
HOMO energy (spin up / spin down) ... -6.4 / -9.4 eV

Each line ends with the Löwdin charge.
CARTESIAN COORDINATES (ANGSTROEM)
C (0.77076, 2.20037, 1.64256)  -0.02
C (-0.35380, 1.74599, 1.13418)  -0.27
C (-0.45421, 1.02998, -0.17311)  -0.14
C (-0.03846, -1.91013, -1.55150)  -0.13
C (0.91002, -1.63951, -0.48134)  -0.19
O (0.63870, -2.08453, 0.72037)  -0.02
H (0.78889, 2.97906, 2.42745)  0.07
H (1.53133, 1.72784, 1.07829)  0.04
H (-1.00718, 1.73064, -0.93535)  0.12
H (0.49252, 0.65033, -0.52464)  0.04
H (-1.19206, 0.27603, -0.11912)  0.04
H (0.59678, -2.54689, -2.32778)  0.11
H (-0.84567, -2.64822, -1.19623)  0.11
H (-0.28826, -1.06325, -2.04240)  0.01
H (-1.31411, 2.09454, 1.58532)  0.10
H (-0.23525, -2.54224, 0.76330)  0.12